Entry 1:
The following is a quantum chemistry calculation of a structure of composition C14H36AlBrFN4O5, from OMol25.

Summary:
HOMO energy = -0.1972 hartree
net charge = -1
frontier orbital gap = 0.271 hartree

The geometry in XYZ format:
```
62
C14H36AlBrFN4O5 (ωB97M-V/def2-TZVPD)
O 1.020 4.710 0.176
C 2.023 4.242 0.595
F 1.966 3.018 1.215
N 3.318 4.693 0.603
C 3.701 5.795 -0.300
O 3.378 5.657 -1.455
Al 4.729 7.407 0.451
Br 3.657 7.868 2.535
H 3.647 4.877 1.548
H 4.560 8.634 -0.550
H 6.233 6.951 0.782
C -0.709 2.351 -1.381
C -1.603 2.486 -2.605
C -3.083 2.695 -2.273
O -3.760 1.535 -1.811
C -3.592 1.243 -0.440
N -1.395 1.333 -3.495
H -0.782 1.350 -0.953
H 0.333 2.495 -1.656
H -0.957 3.083 -0.613
H -1.289 3.381 -3.152
H -3.611 2.987 -3.185
H -3.197 3.507 -1.543
H -3.525 2.159 0.155
H -2.696 0.645 -0.248
H -4.467 0.676 -0.120
H -1.887 1.483 -4.370
H -1.852 0.531 -3.067
C 1.395 -1.362 0.121
C 0.824 -1.353 -1.294
C 1.033 -2.669 -2.051
O 2.349 -2.893 -2.522
C 3.258 -3.398 -1.569
N 1.313 -0.179 -2.001
H 2.475 -1.213 0.117
H 0.966 -0.542 0.697
H 1.169 -2.301 0.631
H -0.265 -1.239 -1.210
H 0.408 -2.654 -2.947
H 0.713 -3.519 -1.429
H 2.761 -4.086 -0.875
H 3.737 -2.607 -0.988
H 4.029 -3.943 -2.114
H 0.814 -0.050 -2.877
H 2.289 -0.315 -2.248
C -3.082 -4.111 3.650
C -2.565 -2.974 2.774
C -1.615 -3.428 1.662
O -0.313 -3.766 2.094
C -0.145 -5.064 2.620
N -1.991 -1.937 3.630
H -2.326 -4.429 4.369
H -3.949 -3.777 4.217
H -3.372 -4.977 3.051
H -3.427 -2.529 2.264
H -1.476 -2.591 0.971
H -2.051 -4.262 1.093
H -0.793 -5.785 2.110
H -0.349 -5.109 3.694
H 0.895 -5.347 2.456
H -1.773 -1.112 3.081
H -1.096 -2.266 3.980
```

Atomic partial charges in e from the natural (NBO) method, atoms 1 to 5:
1 O -0.56
2 C 0.98
3 F -0.37
4 N -0.74
5 C 0.31

---

Entry 2:
The following is a quantum chemistry calculation of an isolated molecule of C22H32N2O4, from OMol25.

Summary:
HOMO energy = -0.2805 hartree
relative energy (zero: lowest compared OMol25 entry of this formula, charge and spin) = 47.9 kcal/mol
net charge = 0
frontier orbital gap = 0.307 hartree
SMILES = CCOc1ccc(NC(=O)CN(C)C(=O)C[C@H]2C[C@@H]3CC[C@H]2C3)cc1OCC

The geometry in XYZ format:
```
60
C22H32N2O4 (ωB97M-V/def2-TZVPD)
C 1.146 5.431 -2.451
C 1.683 4.147 -3.079
O 2.441 3.371 -2.176
C 1.815 2.655 -1.185
C 0.437 2.508 -1.088
C -0.147 1.792 -0.061
C 0.647 1.192 0.909
N 0.007 0.488 1.932
C 0.545 -0.283 2.903
O 1.724 -0.470 3.113
C -0.553 -0.981 3.725
N -1.205 -1.999 2.914
C -0.577 -3.301 2.881
C -2.270 -1.626 2.171
O -2.654 -0.461 2.172
C -2.973 -2.663 1.324
C -3.009 -2.164 -0.127
C -1.601 -1.986 -0.740
C -1.655 -2.853 -2.002
C -2.601 -2.186 -3.006
C -3.994 -2.425 -2.388
C -3.670 -3.167 -1.086
C -2.492 -4.038 -1.523
C 2.026 1.306 0.810
C 2.625 2.022 -0.220
O 3.985 2.088 -0.137
C 4.790 2.168 -1.300
C 4.598 0.972 -2.227
H 1.971 6.020 -2.058
H 0.465 5.209 -1.634
H 0.622 6.014 -3.203
H 0.870 3.555 -3.519
H 2.392 4.394 -3.875
H -0.210 2.966 -1.819
H -1.223 1.709 -0.006
H -1.012 0.506 1.893
H -1.307 -0.252 4.033
H -0.108 -1.446 4.605
H 0.387 -3.233 3.381
H -0.392 -3.631 1.858
H -1.187 -4.049 3.395
H -3.999 -2.740 1.693
H -2.510 -3.643 1.388
H -3.551 -1.216 -0.126
H -1.376 -0.945 -0.968
H -0.824 -2.347 -0.064
H -0.673 -3.087 -2.412
H -2.377 -1.127 -3.124
H -2.519 -2.658 -3.986
H -4.531 -1.496 -2.201
H -4.612 -3.046 -3.037
H -4.524 -3.687 -0.654
H -2.752 -4.729 -2.323
H -2.029 -4.591 -0.708
H 2.666 0.843 1.542
H 5.809 2.177 -0.904
H 4.610 3.100 -1.842
H 3.596 0.977 -2.648
H 5.319 1.018 -3.038
H 4.741 0.046 -1.676
```

Atomic partial charges in e from the natural (NBO) method, atoms 1 to 5:
1 C -0.64
2 C -0.06
3 O -0.53
4 C 0.28
5 C -0.29

---

Entry 3:
The following is a quantum chemistry calculation of a structure of composition C26H22N4O4RuS3Si, from OMol25.

Summary:
HOMO energy (alpha / beta) = -0.1749 / -0.1669 hartree
relative energy (zero: lowest compared OMol25 entry of this formula, charge and spin) = 7.3 kcal/mol
net charge = -1
frontier orbital gap (alpha / beta) = 0.256 / 0.219 hartree
multiplicity = 2

The geometry in XYZ format:
```
61
C26H22N4O4RuS3Si (ωB97M-V/def2-TZVPD)
Ru 0.547 0.877 -0.823
S 2.920 0.727 -0.919
C 3.313 2.342 -0.449
C 4.640 2.592 0.040
N 5.699 2.770 0.456
C 2.430 3.374 -0.584
S 0.830 3.116 -1.222
C 2.805 4.717 -0.260
N 3.107 5.798 0.000
C -0.982 0.109 -3.350
Si -2.225 0.986 -2.246
C -3.885 0.124 -2.353
C -2.442 2.749 -2.852
N -1.451 1.007 -0.698
C -1.918 1.215 0.573
C -3.267 1.314 0.942
C -3.634 1.484 2.267
C -2.680 1.568 3.271
C -1.331 1.480 2.944
C -0.989 1.304 1.624
O 0.354 1.240 1.188
C 1.373 0.987 2.125
C 2.140 2.062 2.521
C 3.200 1.832 3.389
C 3.452 0.548 3.848
C 2.644 -0.510 3.448
C 1.589 -0.300 2.573
H -1.244 0.268 -4.400
H -0.984 -0.964 -3.155
H 0.057 0.465 -3.257
H -4.062 -0.158 -3.395
H -4.712 0.766 -2.041
H -3.889 -0.784 -1.749
H -3.119 2.797 -3.710
H -1.483 3.181 -3.146
H -2.855 3.381 -2.061
H -4.024 1.229 0.174
H -4.686 1.543 2.520
H -2.974 1.694 4.304
H -0.566 1.539 3.706
H 1.923 3.049 2.133
H 3.835 2.656 3.685
H 4.287 0.368 4.513
H 2.844 -1.512 3.805
H 0.949 -1.107 2.237
O 1.953 -1.668 -2.377
C 1.151 -2.093 -1.571
N 0.397 -1.336 -0.713
S -0.805 -2.203 -0.026
O -0.776 -2.073 1.408
O -2.079 -1.997 -0.669
C -0.200 -3.777 -0.546
C -0.654 -5.040 -0.226
C 0.000 -6.114 -0.817
C 1.061 -5.910 -1.697
C 1.495 -4.626 -2.007
C 0.847 -3.561 -1.412
H -1.479 -5.186 0.458
H -0.318 -7.124 -0.593
H 1.553 -6.765 -2.142
H 2.319 -4.446 -2.686
```

Atomic partial charges in e from the natural (NBO) method, atoms 1 to 5:
1 Ru 0.75
2 S -0.03
3 C -0.30
4 C 0.28
5 N -0.34

---

Entry 4:
The following is a quantum chemistry calculation of an isolated molecule of C4H8O2, from OMol25.

Summary:
HOMO energy (alpha / beta) = -0.3291 / -0.3291 hartree
relative energy (zero: lowest compared OMol25 entry of this formula, charge and spin) = 103.9 kcal/mol
net charge = 0
frontier orbital gap (alpha / beta) = 0.315 / 0.315 hartree

The geometry in XYZ format:
```
14
C4H8O2 (ωB97M-V/def2-TZVPD)
C 1.807 -0.604 -0.151
C 0.390 -0.118 -0.004
C 0.022 0.810 1.038
O -1.880 0.055 0.554
C -1.789 0.131 -0.763
O -0.301 0.089 -1.173
H 2.251 -0.815 0.829
H 1.801 -1.514 -0.753
H 2.419 0.141 -0.659
H -0.227 -0.869 0.586
H 0.307 0.591 2.066
H -0.403 1.782 0.923
H -2.212 -0.733 -1.289
H -2.185 1.054 -1.203
```

Atomic partial charges in e from the natural (NBO) method, atoms 1 to 5:
1 C -0.60
2 C -0.02
3 C 0.00
4 O -0.68
5 C 0.22

---

Entry 5:
The following is a quantum chemistry calculation of a cluster of 2 separate species, ClH6NSi2 in total, from OMol25.

Summary:
HOMO energy = -0.2999 hartree
relative energy (zero: lowest compared OMol25 entry of this formula, charge and spin) = 79.3 kcal/mol
net charge = 0
frontier orbital gap = 0.287 hartree

The geometry in XYZ format:
```
10
ClH6NSi2 (ωB97M-V/def2-TZVPD)
N -0.664 0.562 0.535
Si 0.904 0.878 1.163
Si -0.521 -1.142 -1.457
Cl -2.204 -2.153 -1.698
H -1.383 0.386 1.151
H 1.765 -0.214 0.745
H 0.981 1.079 2.632
H 0.953 2.128 0.422
H -0.603 0.036 -2.472
H 0.773 -1.561 -1.021
```

Atomic partial charges in e from the natural (NBO) method, atoms 1 to 5:
1 N -1.38
2 Si 1.09
3 Si 1.15
4 Cl -0.32
5 H 0.35

---

Entry 6:
The following is a quantum chemistry calculation of a cluster of 7 separate species, C19H53NO13 in total, from OMol25.

Summary:
HOMO energy = -0.3340 hartree
relative energy (zero: lowest compared OMol25 entry of this formula, charge and spin) = 88.8 kcal/mol
net charge = 0
frontier orbital gap = 0.347 hartree
SMILES = COCCNCCOC.CC(C)O.OCCO.OCCO.OCCO.OCCO.OCCO

The geometry in XYZ format:
```
86
C19H53NO13 (ωB97M-V/def2-TZVPD)
C 4.742 3.855 2.497
O 5.560 2.843 1.992
C 5.152 1.639 2.604
C 5.834 0.455 1.797
N 5.220 0.174 0.516
C 6.078 -0.663 -0.337
C 5.532 -0.507 -1.721
O 4.298 -1.165 -1.931
C 4.144 -2.613 -1.969
H 5.076 4.694 1.887
H 5.111 4.194 3.465
H 3.653 3.808 2.466
H 4.087 1.416 2.666
H 5.474 1.576 3.643
H 5.834 -0.491 2.339
H 6.848 0.855 1.791
H 5.208 1.141 0.225
H 6.158 -1.674 0.061
H 7.015 -0.126 -0.484
H 6.186 -0.923 -2.487
H 5.431 0.533 -2.030
H 3.114 -2.896 -1.752
H 4.766 -3.189 -1.284
H 4.342 -2.941 -2.990
C 0.096 0.634 -8.552
C -1.092 1.248 -9.158
C -2.229 1.385 -8.146
O -0.743 2.460 -9.794
H 0.930 0.668 -9.254
H -0.093 -0.423 -8.365
H 0.276 1.146 -7.607
H -1.345 0.616 -10.009
H -2.336 0.382 -7.733
H -3.147 1.686 -8.651
H -2.005 2.112 -7.365
H -1.566 2.873 -10.066
O 2.170 -2.216 7.631
C 1.229 -3.235 7.427
C -0.152 -2.714 7.053
O -0.793 -2.174 8.227
H 3.009 -2.507 7.993
H 1.567 -3.999 6.726
H 1.141 -3.780 8.367
H -0.716 -3.498 6.547
H -0.040 -1.897 6.341
H -0.217 -1.518 8.626
O -4.231 -7.282 0.770
C -3.207 -6.806 1.670
C -1.811 -6.881 1.000
O -1.518 -8.233 0.966
H -3.998 -8.097 0.319
H -3.431 -5.757 1.863
H -3.329 -7.292 2.638
H -1.144 -6.272 1.609
H -1.765 -6.445 0.002
H -0.950 -8.446 1.711
O -0.369 9.067 0.557
C -0.495 7.790 0.016
C -1.946 7.272 0.313
O -2.187 6.922 1.694
H -0.039 9.572 -0.189
H -0.448 7.763 -1.072
H 0.204 7.088 0.472
H -2.273 6.457 -0.332
H -2.590 8.131 0.124
H -2.092 7.765 2.144
O 0.815 1.452 -1.633
C -0.433 0.856 -1.308
C -0.584 0.703 0.220
O 0.364 -0.251 0.620
H 1.409 0.711 -1.493
H -1.283 1.446 -1.650
H -0.532 -0.070 -1.873
H -1.576 0.341 0.489
H -0.530 1.601 0.836
H 1.250 -0.047 0.311
O -8.556 -2.607 0.142
C -8.217 -1.193 -0.133
C -8.045 -0.402 1.182
O -7.034 -0.832 1.961
H -7.986 -3.032 0.787
H -7.295 -1.087 -0.703
H -9.061 -0.857 -0.737
H -8.933 -0.580 1.790
H -7.940 0.650 0.918
H -7.026 -0.360 2.797
```

Atomic partial charges in e from the Löwdin method, atoms 1 to 5:
1 C -0.14
2 O -0.17
3 C -0.23
4 C -0.22
5 N -0.06